This record from the OMol25 dataset describes a molecular structure, C43H46N4NbO5S2 in a non-equilibrium geometry. The level of theory is wB97M-V/def2-TZVPD.

Properties
- multiplicity = 2
- energy (eV) = -84755.1087
- energy above the lowest of the compared OMol25 structures with the same formula, charge and spin (kcal per mole) = 49.71

Geometry (Å):
Nb: 0.20 -0.16 0.61
C: -1.38 -2.77 5.44
C: -1.49 -2.07 4.06
C: -2.76 -1.21 3.84
C: -1.46 -3.17 3.04
C: -2.37 -4.20 3.29
C: -2.27 -5.38 2.51
C: -1.20 -5.47 1.60
C: -0.28 -4.45 1.35
C: 0.85 -4.71 0.36
C: 1.92 -3.65 0.11
C: 1.58 -6.03 0.69
C: -0.49 -3.23 1.99
N: 0.36 -2.07 1.84
C: 1.40 -2.02 2.74
O: 1.74 -2.96 3.47
C: 2.10 -0.74 2.84
C: 3.20 -0.58 3.66
C: 3.67 0.70 3.97
C: 3.00 1.85 3.47
C: 2.04 1.61 2.52
N: 1.55 0.37 2.24
C: 1.61 2.67 1.57
O: 2.21 3.77 1.72
N: 0.74 2.33 0.59
C: 0.04 3.32 -0.11
C: -0.95 4.02 0.76
C: -1.25 5.32 0.36
C: -1.01 5.75 -0.92
C: -0.47 4.82 -1.82
C: 0.41 3.84 -1.44
C: 1.68 3.61 -2.34
C: 2.74 2.81 -1.63
C: 0.11 3.23 -4.49
C: -1.50 3.55 2.08
C: -1.23 4.50 3.24
C: -3.01 3.40 2.14
H: -0.94 -2.11 6.22
H: -0.75 -3.62 5.34
H: -2.36 -3.08 5.76
H: -0.65 -1.40 3.87
H: -3.66 -1.77 4.14
H: -2.88 -0.99 2.82
H: -2.69 -0.24 4.39
H: -3.16 -4.07 4.02
H: -2.97 -6.23 2.64
H: -1.03 -6.37 1.00
H: 0.38 -4.78 -0.63
H: 2.68 -3.49 0.89
H: 1.53 -2.67 -0.27
H: 2.44 -3.97 -0.83
H: 2.00 -6.02 1.71
H: 2.42 -6.17 -0.04
H: 0.92 -6.99 0.65
H: 3.71 -1.45 4.13
H: 4.51 0.82 4.68
H: 3.23 2.90 3.76
H: -1.78 5.99 1.01
H: -1.28 6.76 -1.15
H: -0.68 4.97 -2.90
H: 2.08 4.67 -2.40
H: 2.33 1.82 -1.25
H: 3.11 3.28 -0.67
H: 3.56 2.56 -2.29
H: -0.46 2.44 -3.96
H: 0.24 2.90 -5.52
H: -0.43 4.16 -4.39
H: -1.05 2.61 2.29
H: -2.00 5.29 3.26
H: -0.26 4.99 3.24
H: -1.29 3.91 4.19
H: -3.27 3.14 3.18
H: -3.47 2.65 1.47
H: -3.49 4.39 1.96
O: 1.19 -0.21 -0.77
N: 2.16 1.94 -4.24
C: 3.02 1.78 -5.18
C: 3.82 2.83 -5.78
C: 3.44 4.18 -5.45
C: 2.28 4.38 -4.76
C: 1.59 3.29 -3.92
S: -2.00 0.87 -0.03
H: 3.12 0.75 -5.59
H: 4.63 2.70 -6.43
H: 3.91 5.10 -5.85
H: 1.80 5.36 -4.71
O: -1.35 -3.51 -6.35
C: -2.18 -4.05 -5.43
O: -2.67 -5.12 -5.74
C: -2.48 -3.24 -4.16
C: -2.21 -1.86 -4.03
C: -2.14 -1.27 -2.78
C: -2.41 -2.03 -1.62
S: -2.22 -1.28 0.03
C: -2.63 -3.42 -1.75
C: -2.83 -3.95 -3.02
H: -0.73 -4.25 -6.57
H: -2.01 -1.24 -4.93
H: -1.89 -0.18 -2.68
H: -2.71 -4.01 -0.85
H: -3.15 -5.01 -3.12

Results of the Löwdin charge analysis, in e, for atoms 1 through 2: number 1, Nb, carries 1.44; number 2, C, carries -0.05

=====

This record from the OMol25 dataset describes 2 unconnected molecules or ions with the total composition C6H16O4 in a non-equilibrium geometry. The level of theory is wB97M-V/def2-TZVPD.

Properties
- energy (eV) = -14668.4587
- structure (SMILES) = COCOC.COCOC
- energy above the lowest of the compared OMol25 structures with the same formula, charge and spin (kcal per mole) = 82.22

Geometry (Å):
C: -5.93 -2.52 0.36
O: -5.71 -1.20 0.87
C: -4.81 -1.09 2.01
O: -3.79 -0.22 1.64
C: -2.84 -0.60 0.68
H: -6.85 -2.41 -0.24
H: -6.13 -3.21 1.19
H: -5.14 -2.94 -0.27
H: -5.50 -0.81 2.83
H: -4.42 -2.10 2.23
H: -1.99 0.10 0.70
H: -3.38 -0.48 -0.27
H: -2.46 -1.63 0.74
C: 4.35 0.43 0.64
O: 3.67 0.97 -0.46
C: 4.30 0.82 -1.68
O: 5.35 1.69 -1.84
C: 4.99 3.06 -1.91
H: 4.76 -0.58 0.52
H: 3.64 0.43 1.48
H: 5.17 1.13 0.87
H: 4.58 -0.23 -1.85
H: 3.58 1.11 -2.47
H: 5.81 3.79 -2.09
H: 4.49 3.33 -0.96
H: 4.26 3.15 -2.73

Results of the Löwdin charge analysis, in e, for atoms 1 through 2: number 1, C, carries -0.12; number 2, O, carries -0.19

=====

This record from the OMol25 dataset describes 2 unconnected molecules or ions with the total composition C10H16 in a non-equilibrium geometry. The level of theory is wB97M-V/def2-TZVPD.

Properties
- energy (eV) = -10628.8366
- structure (SMILES) = Cc1ccccc1.CCC
- energy above the lowest of the compared OMol25 structures with the same formula, charge and spin (kcal per mole) = 20.92

Geometry (Å):
C: 1.89 -0.79 -1.78
C: 0.60 -1.12 -1.04
C: 0.66 -1.59 0.28
C: -0.53 -1.85 0.89
C: -1.78 -1.66 0.22
C: -1.82 -1.18 -1.08
C: -0.58 -0.99 -1.72
H: 1.91 -0.11 -2.64
H: 2.38 -1.67 -2.21
H: 2.56 -0.35 -1.04
H: 1.61 -1.87 0.72
H: -0.72 -2.17 1.91
H: -2.69 -1.66 0.80
H: -2.79 -0.84 -1.43
H: -0.56 -0.64 -2.74
C: 1.34 2.24 1.96
C: 0.08 1.93 1.19
C: -0.54 3.16 0.55
H: 1.85 1.39 2.43
H: 1.19 2.83 2.88
H: 2.03 2.82 1.37
H: 0.32 1.27 0.35
H: -0.72 1.46 1.77
H: -0.59 4.02 1.26
H: 0.03 3.62 -0.25
H: -1.61 2.99 0.42

Results of the Löwdin charge analysis, in e, for atoms 1 through 2: number 1, C, carries -0.06; number 2, C, carries -0.30

=====

This record from the OMol25 dataset describes C5H11NO in the gas phase in a non-equilibrium geometry. The level of theory is wB97M-V/def2-TZVPD.

Properties
- energy (eV) = -8900.1428
- structure (SMILES) = CC(C)[C@H](N)C=O
- energy above the lowest of the compared OMol25 structures with the same formula, charge and spin (kcal per mole) = 35.85

Geometry (Å):
C: 2.13 -0.22 -0.73
C: 1.12 -0.12 0.45
C: 1.00 1.39 0.80
C: -0.28 -0.68 0.09
N: -0.60 -0.77 -1.35
C: -1.50 -0.10 0.76
O: -2.44 0.42 0.23
H: 1.91 0.47 -1.53
H: 3.09 0.01 -0.27
H: 2.15 -1.26 -1.05
H: 1.55 -0.63 1.31
H: 0.15 1.56 1.45
H: 0.90 1.97 -0.13
H: 1.94 1.77 1.19
H: -0.23 -1.72 0.44
H: -0.06 -1.54 -1.73
H: -0.35 0.03 -1.91
H: -1.51 -0.14 1.87

Results of the Löwdin charge analysis, in e, for atoms 1 through 2: number 1, C, carries -0.08; number 2, C, carries -0.36

=====

This record from the OMol25 dataset describes a molecular structure, C2H6N6 in a non-equilibrium geometry. The level of theory is wB97M-V/def2-TZVPD.

Properties
- energy (eV) = -11103.7770
- energy above the lowest of the compared OMol25 structures with the same formula, charge and spin (kcal per mole) = 150.38

Geometry (Å):
C: -0.10 0.45 1.26
C: -0.10 -0.44 -1.17
H: 0.48 2.39 2.14
H: -1.81 -0.14 1.26
H: -1.94 -0.56 -0.92
H: 0.60 -0.81 -3.15
H: 2.10 -1.21 -0.65
H: 1.65 0.66 1.00
N: -0.21 1.29 2.31
N: -1.03 -0.69 0.89
N: -1.28 -0.10 -0.56
N: -0.27 -0.67 -2.45
N: 1.01 -0.70 -0.25
N: 0.88 0.53 0.28

Results of the Löwdin charge analysis, in e, for atoms 1 through 2: number 1, C, carries -0.49; number 2, C, carries -0.52

=====

This record from the OMol25 dataset describes a gas-phase ion, C4H4N3 (charge +1) in a non-equilibrium geometry. The level of theory is wB97M-V/def2-TZVPD.

Properties
- energy (eV) = -8670.8219
- net charge = +1
- energy above the lowest of the compared OMol25 structures with the same formula, charge and spin (kcal per mole) = 73.85

Geometry (Å):
C: -2.76 0.81 0.18
C: -0.23 -1.41 -0.19
C: 0.84 0.94 -0.08
C: 0.95 -0.44 0.26
N: -1.45 -1.16 -0.37
N: -1.98 -0.02 -0.17
N: 0.74 2.04 -0.40
H: -0.01 -2.42 -0.25
H: 1.09 -0.61 1.44
H: 1.92 -0.80 -0.06
H: 0.90 3.08 -0.36

Results of the Löwdin charge analysis, in e, for atoms 1 through 2: number 1, C, carries 0.13; number 2, C, carries -0.05